[1]
{
  "formula": "C41H102BrFN6O16P3S",
  "method": "ωB97M-V/def2-TZVPD",
  "homo_ev": -10.1,
  "relative_energy_ev": 0.000,
  "charge": 1,
  "multiplicity": 1,
  "max_force_ev_per_a": 4.21,
  "lumo_energy_ev": -3.64,
  "homo_lumo_gap_ev": 6.423,
  "species": ["C", "C", "C", "C", "C", "C", "C", "C", "F", "C", "C", "O", "C", "C", "N", "Br", "C", "N", "C", "C", "C", "C", "C", "N", "P", "O", "O", "O", "N", "P", "N", "C", "S", "P", "N", "O", "H", "H", "H", "H", "H", "H", "H", "H", "H", "H", "H", "H", "H", "H", "H", "H", "H", "H", "H", "H", "H", "H", "H", "H", "H", "H", "H", "H", "H", "H", "H", "H", "H", "H", "H", "H", "C", "C", "O", "H", "H", "H", "H", "H", "H", "C", "C", "O", "H", "H", "H", "H", "H", "H", "C", "C", "O", "H", "H", "H", "H", "H", "H", "C", "C", "O", "H", "H", "H", "H", "H", "H", "C", "C", "O", "H", "H", "H", "H", "H", "H", "C", "C", "O", "H", "H", "H", "H", "H", "H", "C", "C", "O", "H", "H", "H", "H", "H", "H", "C", "C", "O", "H", "H", "H", "H", "H", "H", "C", "C", "O", "H", "H", "H", "H", "H", "H", "C", "C", "O", "H", "H", "H", "H", "H", "H", "C", "C", "O", "H", "H", "H", "H", "H", "H"],
  "coordinates": [[-2.6961, 3.7188, 4.3020], [-3.8223, 2.6039, 4.3343], [-4.2648, 2.2520, 2.8515], [-3.0123, 1.5209, 2.1686], [-3.4173, 0.6514, 0.9209], [-2.7926, -0.7980, 0.7745], [-3.8119, -1.7991, 1.4438], [-4.4582, -1.3304, 2.7920], [-3.5550, -0.9801, 3.8179], [-1.2958, -0.9226, 1.2761], [-0.9647, -2.1714, 2.1510], [-0.9964, -3.4237, 1.4623], [-0.4334, -4.4672, 2.3061], [1.0812, -4.6800, 1.8745], [-0.3719, -0.7950, 0.1172], [1.3027, -1.4862, 0.1513], [-0.7476, 0.1328, -0.8577], [-0.2241, 1.3293, -1.0756], [0.9275, 1.7711, -0.2375], [2.2211, 1.5685, -0.8361], [3.3787, 2.0430, -0.0439], [2.9669, 2.6420, 1.2245], [1.6019, 2.7357, 1.7017], [0.5712, 2.2871, 0.9420], [-0.7558, 2.5276, -2.2553], [-0.2013, 3.8545, -1.9067], [-2.3989, 2.6138, -2.3705], [-0.0882, 2.0757, -3.6980], [-1.8906, -0.2619, -1.6109], [-1.5724, -0.7218, -3.2702], [-2.5141, 0.1459, -4.2102], [-2.8484, -1.0896, -0.8320], [-4.4956, -0.6046, -1.5976], [-2.7512, -2.9791, -1.0958], [-1.1050, -3.4583, -1.4993], [-3.7540, -3.2895, -2.4391], [-2.4327, 4.0284, 5.3467], [-3.0768, 4.5857, 3.6935], [-1.7670, 3.3221, 3.8167], [-4.7044, 2.9242, 4.9460], [-3.4308, 1.6519, 4.7968], [-5.2166, 1.6741, 2.7601], [-4.4049, 3.1987, 2.2540], [-2.3619, 2.3693, 1.8042], [-2.4243, 1.0121, 2.9687], [-4.5411, 0.6109, 0.9208], [-3.1589, 1.2667, 0.0081], [-4.7115, -1.9913, 0.7873], [-3.4200, -2.8339, 1.6209], [-5.0671, -2.2017, 3.1723], [-5.1935, -0.4881, 2.6810], [-0.9938, -0.0630, 1.9487], [-1.7060, -2.2667, 3.0006], [0.0309, -2.0663, 2.6794], [-0.5005, -4.1130, 3.3806], [-1.0469, -5.3992, 2.1770], [1.1361, -4.4366, 0.7848], [1.6760, -3.9117, 2.4196], [1.4109, -5.7277, 2.1039], [2.3685, 1.1150, -1.8482], [4.4427, 1.9539, -0.3899], [3.7721, 3.0278, 1.8978], [1.3534, 3.2032, 2.6857], [-2.6808, 3.0500, -1.5347], [0.3538, 2.8505, -4.0981], [-0.1797, -0.4772, -3.5318], [-1.8119, -2.0705, -3.6271], [-1.9218, 0.7385, -4.8052], [-5.3634, -1.6260, -1.2998], [-0.9527, -4.3482, -1.0061], [-1.1545, -3.7516, -2.4901], [-4.2259, -4.1224, -2.2538], [8.0649, 3.9912, -1.8319], [7.3204, 3.9946, -0.5116], [6.8086, 2.6947, -0.2334], [7.4043, 3.6782, -2.6431], [8.4590, 4.9833, -2.0607], [8.8953, 3.2819, -1.8046], [6.4786, 4.6877, -0.5495], [7.9795, 4.2965, 0.3082], [7.5617, 2.0883, -0.1918], [-2.4648, 3.1051, -8.4570], [-2.7451, 1.6295, -8.2488], [-2.2596, 1.2036, -6.9778], [-1.3927, 3.3033, -8.3936], [-2.8275, 3.4385, -9.4312], [-2.9474, 3.7036, -7.6796], [-2.2446, 1.0343, -9.0136], [-3.8194, 1.4267, -8.3010], [-2.7121, 1.7256, -6.3035], [8.7553, -0.8430, -2.9830], [8.5053, 0.3213, -2.0456], [8.2069, -0.1564, -0.7341], [7.8810, -1.4955, -3.0233], [8.9792, -0.4914, -3.9916], [9.5924, -1.4512, -2.6292], [7.6559, 0.9126, -2.3905], [9.3820, 0.9751, -1.9905], [8.9660, -0.6702, -0.4337], [-6.8719, 6.4711, 2.2493], [-7.1639, 4.9966, 2.4519], [-6.6355, 4.5509, 3.6972], [-5.7956, 6.6548, 2.2738], [-7.2674, 6.8203, 1.2933], [-7.3156, 7.0669, 3.0509], [-6.7009, 4.4034, 1.6616], [-8.2422, 4.8085, 2.4387], [-7.0541, 5.0710, 4.3933], [4.6114, 2.9517, -3.9050], [4.4626, 1.5975, -4.5712], [5.3358, 0.6473, -3.9666], [5.6413, 3.3046, -3.9820], [3.9508, 3.6894, -4.3656], [4.3753, 2.8854, -2.8386], [4.7194, 1.6608, -5.6288], [3.4321, 1.2326, -4.4875], [5.1007, 0.5856, -3.0331], [-1.3690, -3.1042, -8.0085], [-2.2198, -3.4803, -6.8107], [-2.2529, -2.4121, -5.8690], [-0.3507, -2.8655, -7.6946], [-1.3322, -3.9198, -8.7336], [-1.7684, -2.2141, -8.5016], [-1.8062, -4.3564, -6.3085], [-3.2447, -3.7105, -7.1183], [-2.6280, -1.6387, -6.3116], [5.6898, -5.7623, 1.7625], [4.4746, -4.9203, 1.4272], [3.8761, -4.4132, 2.6178], [5.4117, -6.5948, 2.4113], [6.1509, -6.1602, 0.8563], [6.4328, -5.1704, 2.3040], [3.7262, -5.5190, 0.9063], [4.7509, -4.0766, 0.7852], [4.5388, -3.8773, 3.0701], [-9.1449, -3.2649, -1.7521], [-7.8587, -3.5217, -2.5126], [-6.8747, -4.0922, -1.6500], [-8.9647, -2.5912, -0.9117], [-9.9014, -2.8222, -2.4025], [-9.5409, -4.1954, -1.3366], [-7.4552, -2.5883, -2.9076], [-8.0313, -4.2045, -3.3498], [-7.2302, -4.9220, -1.3101], [0.1913, -5.4731, 7.4422], [0.1945, -5.2431, 5.9437], [0.2703, -3.8486, 5.6534], [-0.6530, -4.9595, 7.9060], [0.1267, -6.5379, 7.6740], [1.1000, -5.0698, 7.8970], [-0.7235, -5.6277, 5.4967], [1.0455, -5.7475, 5.4746], [1.0873, -3.5150, 6.0423], [-1.4105, 7.2268, 3.5201], [-2.6198, 8.0793, 3.1855], [-3.2081, 8.5981, 4.3727], [-1.6947, 6.4010, 4.1745], [-0.9575, 6.8191, 2.6132], [-0.6589, 7.8141, 4.0547], [-3.3762, 7.4844, 2.6712], [-2.3390, 8.9159, 2.5373], [-2.5410, 9.1315, 4.8202], [8.4057, -2.8778, 4.8407], [7.1187, -3.4566, 5.3974], [7.2423, -4.8653, 5.5552], [8.6446, -3.3338, 3.8776], [8.3238, -1.7968, 4.7084], [9.2441, -3.0866, 5.5099], [6.2875, -3.2651, 4.7163], [6.8785, -3.0122, 6.3686], [7.9728, -5.0254, 6.1641]]
}

---

[2]
{
  "formula": "C41H105N7O13",
  "method": "ωB97M-V/def2-TZVPD",
  "homo_ev": -8.6,
  "relative_energy_ev": 1.897,
  "multiplicity": 1,
  "max_force_ev_per_a": 4.51,
  "lumo_energy_ev": 0.65,
  "homo_lumo_gap_ev": 9.227,
  "smiles": "COC[C@H](C)N.COC[C@H](C)N.COCCNCCOC.COCCNCCOC.COCCNCCOC.COCCNCCOC.COCCNCCOC.CC(C)O",
  "species": ["C", "O", "C", "C", "C", "N", "H", "H", "H", "H", "H", "H", "H", "H", "H", "H", "H", "C", "O", "C", "C", "C", "N", "H", "H", "H", "H", "H", "H", "H", "H", "H", "H", "H", "C", "O", "C", "C", "N", "C", "C", "O", "C", "H", "H", "H", "H", "H", "H", "H", "H", "H", "H", "H", "H", "H", "H", "H", "C", "O", "C", "C", "N", "C", "C", "O", "C", "H", "H", "H", "H", "H", "H", "H", "H", "H", "H", "H", "H", "H", "H", "H", "C", "O", "C", "C", "N", "C", "C", "O", "C", "H", "H", "H", "H", "H", "H", "H", "H", "H", "H", "H", "H", "H", "H", "H", "C", "O", "C", "C", "N", "C", "C", "O", "C", "H", "H", "H", "H", "H", "H", "H", "H", "H", "H", "H", "H", "H", "H", "H", "C", "O", "C", "C", "N", "C", "C", "O", "C", "H", "H", "H", "H", "H", "H", "H", "H", "H", "H", "H", "H", "H", "H", "H", "C", "C", "C", "O", "H", "H", "H", "H", "H", "H", "H", "H"],
  "coordinates": [[21.3997, -8.8491, -4.5913], [20.2821, -8.8117, -3.7297], [20.1480, -7.6146, -3.0125], [18.9534, -7.7265, -2.0821], [19.0346, -8.9319, -1.1549], [17.6483, -7.8593, -2.7759], [21.3150, -8.1541, -5.4281], [21.4972, -9.8825, -4.9262], [22.3084, -8.6789, -3.9997], [21.0486, -7.3366, -2.4485], [19.9368, -6.7744, -3.6944], [18.9005, -6.8165, -1.4758], [19.2681, -9.8541, -1.6858], [18.1126, -9.0326, -0.5825], [19.7940, -8.8499, -0.3678], [17.7054, -8.7765, -3.2281], [17.6621, -7.2659, -3.6110], [22.4572, -13.9917, -0.9138], [21.3563, -13.8301, -1.7903], [21.5046, -12.7332, -2.6653], [20.4185, -12.8127, -3.7168], [20.4536, -11.6227, -4.6558], [19.1241, -12.7819, -3.0081], [22.4940, -13.1425, -0.2207], [23.4184, -14.0666, -1.4291], [22.2656, -14.8696, -0.3001], [21.4257, -11.7884, -2.1081], [22.5157, -12.7005, -3.0940], [20.5525, -13.7297, -4.3042], [20.1452, -10.6911, -4.1694], [19.8117, -11.6935, -5.5359], [21.4605, -11.3736, -5.0137], [18.3823, -13.0769, -3.6378], [19.1735, -13.5362, -2.3220], [22.0010, -4.4467, -1.2102], [23.0448, -4.3699, -2.1452], [24.3462, -4.4932, -1.5993], [25.3172, -4.4398, -2.7530], [25.3213, -3.1504, -3.4336], [26.1513, -3.2771, -4.6339], [26.1620, -1.9305, -5.3598], [24.9448, -1.7497, -6.0421], [24.9059, -0.5098, -6.6950], [22.0280, -5.4299, -0.7196], [21.0567, -4.3189, -1.7312], [22.0931, -3.7203, -0.3936], [24.5121, -5.4401, -1.0719], [24.4990, -3.6720, -0.8891], [25.0908, -5.2538, -3.4567], [26.2872, -4.6987, -2.3109], [24.3540, -3.0508, -3.7352], [25.7447, -4.0201, -5.3303], [27.1761, -3.4806, -4.3271], [26.9950, -1.9326, -6.0798], [26.3786, -1.1467, -4.6261], [25.1029, 0.3740, -6.0839], [23.9169, -0.3373, -7.1274], [25.5646, -0.5406, -7.5716], [23.7901, -11.1834, -6.4082], [23.2957, -10.0948, -7.1715], [22.3657, -10.5380, -8.1454], [21.8353, -9.2872, -8.8898], [22.8517, -8.4108, -9.3994], [22.3211, -7.1305, -9.8244], [23.3728, -6.2332, -10.4672], [24.5887, -6.2919, -9.7506], [25.7302, -6.0015, -10.5398], [24.7525, -11.5548, -6.7657], [23.0929, -12.0265, -6.4296], [23.8686, -10.8531, -5.3723], [21.5398, -11.0388, -7.6298], [22.8020, -11.2578, -8.8479], [21.1498, -8.9057, -8.1121], [21.1805, -9.6468, -9.6886], [23.5128, -8.2270, -8.6510], [21.8871, -6.5727, -8.9757], [21.4826, -7.2696, -10.5115], [23.0173, -5.1994, -10.5023], [23.5480, -6.6006, -11.4862], [25.6805, -5.0613, -11.0969], [25.8765, -6.8366, -11.2274], [26.5579, -5.8910, -9.8429], [30.2469, -12.4790, 5.0506], [30.2959, -11.1790, 4.5384], [30.9015, -11.1150, 3.2682], [31.0809, -9.6468, 2.9014], [29.8174, -9.0220, 2.5205], [30.0164, -7.5872, 2.3283], [28.7359, -6.8361, 2.0793], [28.2747, -7.0582, 0.7610], [26.9302, -6.7195, 0.5447], [29.5863, -12.5617, 5.9139], [31.2480, -12.7734, 5.4021], [29.9017, -13.2188, 4.3171], [30.2983, -11.6288, 2.5014], [31.8291, -11.7047, 3.2762], [31.8675, -9.5813, 2.1365], [31.4273, -9.1511, 3.8103], [29.5334, -9.4633, 1.6513], [30.7556, -7.3613, 1.5441], [30.5215, -7.1715, 3.2043], [28.9902, -5.7717, 2.1909], [27.9437, -7.0767, 2.7937], [26.7246, -5.6659, 0.7579], [26.2406, -7.4636, 0.9544], [26.7784, -6.8041, -0.5379], [21.0034, -11.4497, 1.6466], [22.4087, -11.4539, 1.4867], [22.9506, -10.1370, 1.4440], [24.4399, -10.2607, 1.1426], [24.7336, -10.5640, -0.2613], [26.1859, -10.8028, -0.3974], [26.4741, -11.3813, -1.7773], [25.8552, -12.6569, -1.8407], [25.9126, -13.2329, -3.1097], [20.7237, -11.0382, 2.6224], [20.6510, -12.4764, 1.6271], [20.5369, -10.8237, 0.8836], [22.8358, -9.7092, 2.4441], [22.4070, -9.5562, 0.6943], [24.7849, -11.0552, 1.8169], [24.9716, -9.3455, 1.4081], [24.4025, -11.5210, -0.4107], [26.6457, -11.4198, 0.3836], [26.7187, -9.8441, -0.3453], [27.5672, -11.4543, -1.8300], [26.0831, -10.7250, -2.5568], [25.4264, -12.6842, -3.9285], [25.4265, -14.2103, -3.0344], [26.9426, -13.4260, -3.4463], [26.5260, -8.6280, -7.9037], [27.5281, -8.1915, -7.0320], [27.6196, -6.7722, -6.8714], [28.4930, -6.5576, -5.6625], [29.0269, -5.2058, -5.6247], [29.8308, -4.9489, -4.4472], [30.4336, -3.5584, -4.4488], [31.4391, -3.4049, -5.4341], [32.2281, -2.2504, -5.2113], [26.9060, -8.6238, -8.9421], [25.5485, -8.1420, -7.9028], [26.4690, -9.7055, -7.7136], [26.6223, -6.3623, -6.6865], [28.0244, -6.3716, -7.8083], [29.2831, -7.3179, -5.6166], [27.8837, -6.7107, -4.7666], [29.4233, -4.8689, -6.4883], [30.6722, -5.6452, -4.3172], [29.1547, -5.0577, -3.5953], [30.8474, -3.3657, -3.4521], [29.6662, -2.7905, -4.6136], [31.6389, -1.3590, -5.4446], [33.0310, -2.3532, -5.9401], [32.6642, -2.1663, -4.2137], [24.9257, -8.3092, -4.2219], [23.9230, -8.2803, -3.0770], [23.1344, -9.5760, -2.9609], [24.6413, -7.9786, -1.8702], [24.3856, -8.5510, -5.1477], [25.6976, -9.0609, -4.0616], [25.3328, -7.3230, -4.4440], [23.2694, -7.4334, -3.3123], [23.7219, -10.4473, -2.6796], [22.6879, -9.7359, -3.9472], [22.3152, -9.5503, -2.2397], [24.6760, -8.7742, -1.3098]]
}